# C37H34BF3O2S

A cluster of 2 separate species, C37H34BF3O2S in total (ωB97M-V/def2-TZVPD, the Open Molecules 2025 dataset).

## Properties
- energy above the lowest of the compared OMol25 structures with the same formula, charge and spin (kcal per mole) = 81.17
- 2S+1 = 1
- HOMO level (eV) = -6.29
- calculated total energy (eV) = -62679.8785

Last column: Mulliken charge in e.
CARTESIAN COORDINATES (ANGSTROEM)
1 S -2.10744 4.05788 -0.73752  -0.308
2 F 5.39383 3.41122 -1.05251  -0.297
3 F 5.29214 4.03667 1.04425  -0.278
4 F 5.85583 1.97365 0.53969  -0.266
5 O -1.31240 1.14857 -0.79778  -0.678
6 O -1.28441 1.13394 1.60439  -0.560
7 C 2.03283 -1.07123 -2.25684  0.508
8 C -3.70534 1.25209 -0.34456  -2.270
9 C -1.43037 3.18652 0.59443  0.328
10 C 1.05868 -4.14713 2.91705  -0.975
11 C -0.20540 -3.25112 -1.45946  0.759
12 C 3.01783 -2.85193 2.28640  -0.330
13 C -2.03687 0.02563 1.17006  1.354
14 C 3.57456 2.56264 0.25440  0.268
15 C 4.30999 -0.54657 -1.59523  -0.801
16 C -1.36361 -3.88505 -0.93426  -0.018
17 C -0.99242 -3.86279 -3.69822  -1.038
18 C -2.81386 5.25674 0.30793  0.596
19 C 0.87592 1.90484 0.34792  0.141
20 C 2.44058 -2.58318 1.05183  -0.478
21 C -2.51233 4.99393 1.63081  -0.667
22 C -2.13980 -4.44985 -3.15567  -0.449
23 C -2.62079 -0.73996 -1.33743  -1.366
24 C 5.01420 3.00473 0.19280  0.786
25 C 2.31612 -3.61348 3.23082  -0.772
26 C 2.91263 -1.79950 -0.09461  -0.289
27 C -1.71614 3.81104 1.79183  -1.087
28 C 1.86509 -1.79001 -1.07513  0.287
29 C 2.94917 2.43794 1.49124  -1.236
30 C -3.54254 6.42179 -0.22697  -1.235
31 C 3.26286 -0.46229 -2.52212  -1.499
32 C 0.77170 -2.61139 -0.59545  0.995
33 C 4.12484 -1.17752 -0.36447  -0.128
34 C 1.13924 -3.11221 0.72664  0.731
35 C -0.02661 -3.30482 -2.86415  -0.511
36 C 1.58919 2.10632 1.52499  -0.477
37 C 2.89995 2.27704 -0.92223  -1.017
38 C 1.54455 1.92941 -0.86663  -0.505
39 C -2.44279 0.40755 -0.35058  1.965
40 C 0.50202 -3.95429 1.64527  0.266
41 C -1.06560 -1.12802 1.17391  -0.757
42 C -3.19387 -0.21613 2.12606  -2.182
43 C -2.31483 -4.46572 -1.76956  -0.966
44 B -0.75230 1.70379 0.38008  1.908
45 H 3.42809 2.31285 -1.87387  0.583
46 H 4.92670 -1.20925 0.37260  0.451
47 H -1.66598 -1.24053 -1.53606  -0.012
48 H -3.19370 -4.92629 -1.31586  0.421
49 H -1.54534 -3.89667 0.14065  0.136
50 H -0.58401 -1.22773 2.15547  0.444
51 H -4.36340 6.10756 -0.87760  0.276
52 H 0.50612 -4.73601 3.65413  0.427
53 H 3.40887 0.07964 -3.45546  0.397
54 H -3.86389 1.68271 -1.33871  0.438
55 H -3.65437 2.06386 0.39136  0.327
56 H -1.36602 3.47204 2.75854  0.443
57 H 1.08404 2.03890 2.48689  0.475
58 H 2.74558 -3.80928 4.21864  0.399
59 H -1.54974 -2.07136 0.91010  0.519
60 H 1.02349 1.69119 -1.79258  0.624
61 H -4.56856 0.61407 -0.10800  0.397
62 H -2.79714 -0.44346 3.12138  0.455
63 H -3.34566 -1.48084 -0.97502  0.254
64 H 1.20305 -0.95165 -2.94664  0.747
65 H -2.84423 5.62546 2.45455  0.319
66 H -2.88558 -4.91449 -3.79873  0.411
67 H 3.50723 2.61944 2.40913  0.407
68 H -0.42043 -4.47427 1.41475  0.383
69 H -0.84777 -3.84583 -4.77709  0.438
70 H -3.93701 6.99365 0.61433  0.346
71 H 0.89411 -2.91620 -3.29754  0.758
72 H 5.27178 -0.09704 -1.84127  0.401
73 H 4.01532 -2.46244 2.49301  0.496
74 H -2.99158 -0.33148 -2.28869  0.549
75 H -0.26847 -0.91394 0.44127  -1.148
76 H -3.85514 0.65376 2.19807  0.408
77 H -2.86474 7.05928 -0.80309  0.258
78 H -3.76566 -1.08539 1.77993  0.319

Forces on the atoms, in the same order (eV/Å):
0.0 0.5 1.0
-0.1 -0.3 0.8
-0.1 -0.8 -0.6
-0.1 0.6 -0.2
-0.4 -1.7 -0.5
-0.3 -1.9 0.2
0.0 0.3 -0.1
-0.5 0.0 0.1
0.4 0.8 0.2
0.4 0.0 -0.1
-0.6 -0.1 0.0
0.2 0.3 -0.7
0.1 0.3 -0.5
0.6 0.3 -0.2
-0.5 0.2 -0.6
-0.1 -0.1 -0.1
0.0 -0.1 0.2
0.6 -0.6 0.9
-1.2 -0.9 -0.2
-1.1 -0.7 0.8
0.0 -0.1 -0.9
0.2 0.1 0.2
-0.1 -0.2 0.1
0.0 0.1 0.1
-0.6 -0.2 0.0
0.0 0.6 -1.0
-0.2 0.5 -1.0
0.4 0.3 0.8
-0.6 -0.1 0.1
-0.2 0.3 -0.2
0.2 -0.3 0.2
0.8 -1.7 -1.1
-0.4 -0.7 0.7
1.0 0.3 1.0
-0.1 0.2 -0.1
1.0 0.3 0.3
-0.5 -0.1 -0.1
1.0 0.2 -0.2
0.2 -0.2 0.5
0.1 0.2 0.0
0.0 -0.6 -0.1
0.0 -0.2 -0.2
0.4 0.1 0.3
0.9 3.6 1.0
-0.1 0.2 0.2
-0.1 0.1 -0.2
-0.2 0.2 0.1
0.2 0.1 -0.2
0.0 0.2 -0.6
-0.1 0.1 -0.2
0.0 0.2 0.0
0.3 0.2 -0.3
-0.1 -0.1 0.3
0.1 0.0 0.2
0.0 -0.2 -0.2
-0.1 -0.2 -0.1
0.0 0.0 -0.2
-0.1 0.1 -0.4
0.0 0.0 0.1
-0.1 0.1 0.2
0.1 0.1 0.0
0.0 0.1 -0.1
0.1 0.1 -0.1
0.2 0.1 0.1
0.0 -0.1 -0.2
0.2 0.2 0.1
-0.1 0.0 -0.2
0.2 0.2 0.1
0.0 -0.1 0.3
-0.1 0.1 -0.2
-0.3 -0.2 0.1
-0.3 0.0 0.2
-0.3 -0.1 0.1
0.1 -0.1 0.2
-0.2 0.1 0.1
0.2 -0.2 0.0
-0.2 0.1 0.0
-0.1 0.1 0.1

---

# H6Si3

An isolated molecule of H6Si3 (ωB97M-V/def2-TZVPD, the Open Molecules 2025 dataset).

## Properties
- energy above the lowest of the compared OMol25 structures with the same formula, charge and spin (kcal per mole) = 0.00
- 2S+1 = 3
- HOMO level (alpha / beta) (eV) = -7.38 / -10.06
- calculated total energy (eV) = -23725.2709

Last column: natural (NBO) charge in e.
CARTESIAN COORDINATES (ANGSTROEM)
1 Si -1.42041 -0.35784 -0.14852  0.397
2 Si 0.72634 0.40864 0.63481  0.176
3 Si 2.74864 -0.34891 -0.39138  0.286
4 H 0.89106 0.33518 2.12916  -0.129
5 H -1.76911 -1.76497 0.38106  -0.116
6 H 0.70761 1.83727 0.38264  -0.138
7 H -1.35918 -0.11456 -1.69740  -0.114
8 H -2.58802 0.40670 0.33689  -0.125
9 H 2.06307 -0.40151 -1.62726  -0.237

Forces on the atoms, in the same order (eV/Å):
0.3 -0.6 -0.7
0.3 -0.4 1.3
-0.9 0.2 1.4
-0.3 -0.1 -0.3
0.5 0.7 -0.7
0.0 0.7 -0.3
-0.1 -0.6 1.3
0.2 0.4 0.1
0.1 -0.3 -2.0

---

# C6H11N

An isolated molecule of C6H11N (ωB97M-V/def2-TZVPD, the Open Molecules 2025 dataset).

## Properties
- energy above the lowest of the compared OMol25 structures with the same formula, charge and spin (kcal per mole) = 87.91
- 2S+1 = 1
- HOMO level (eV) = -8.86
- calculated total energy (eV) = -7886.7194

Last column: natural (NBO) charge in e.
CARTESIAN COORDINATES (ANGSTROEM)
1 N -1.16458 0.83199 1.89790  -0.266
2 C 0.99759 -0.70549 -0.45301  -0.381
3 C -1.90515 -1.13247 1.44672  -0.399
4 C 2.09795 0.18377 0.08521  -0.615
5 C -0.89502 0.17928 0.92989  0.244
6 C -0.38628 -0.06059 -0.44715  -0.282
7 C -0.54006 1.17885 -1.29465  -0.601
8 H -1.58182 1.51863 -1.30330  0.221
9 H 1.22590 -0.99443 -1.48311  0.208
10 H 3.05007 -0.35211 0.07180  0.217
11 H 1.87411 0.48979 1.11086  0.211
12 H 2.20063 1.08671 -0.51862  0.204
13 H 0.07553 1.99036 -0.91651  0.212
14 H -1.48084 -1.47658 2.38130  0.169
15 H 0.96650 -1.63236 0.12724  0.214
16 H -0.22691 0.92587 -2.30679  0.213
17 H -1.09486 -0.81166 -0.78952  0.247
18 H -2.98969 -0.96585 1.59992  0.183

Forces on the atoms, in the same order (eV/Å):
-0.3 -1.1 -0.3
0.1 -0.1 0.0
0.8 2.3 1.2
0.1 0.1 0.0
-1.6 -1.8 0.0
-0.1 0.1 -0.1
0.1 0.2 -0.2
0.2 -0.1 -0.1
-0.1 0.0 0.0
0.0 0.1 0.1
0.1 0.0 0.0
0.1 0.0 0.0
0.1 0.2 -0.1
0.0 -0.4 0.2
-0.1 0.0 0.0
0.0 0.2 -0.1
0.1 0.0 -0.2
0.6 0.3 -0.4